Entry 1:
87
Properties=species:S:1:pos:R:3:forces:R:3 method="wB97M-V/def2-TZVPD" total_energy_ev=-122404.9538 charge=+2 homo_ev=-12.8
Rh 0.36207 0.86563 -1.46409 -0.20 0.13 1.05
Cl 0.58918 0.96288 0.91940 0.26 0.33 0.14
C 2.32358 0.82618 1.24047 0.07 -0.08 -0.16
C 2.78368 1.14878 2.49686 0.01 0.03 0.00
C 4.15554 1.08264 2.71757 -0.01 0.00 -0.01
C 5.02022 0.71686 1.69581 0.01 0.01 0.00
C 4.52512 0.38975 0.44162 -0.03 -0.09 0.08
C 3.15123 0.41618 0.20302 0.01 0.12 -0.06
P 2.48375 -0.10513 -1.39482 -0.59 -0.39 -0.32
C 2.30857 -1.89867 -1.37940 0.12 0.05 0.02
C 2.81407 -2.68242 -0.34723 0.02 -0.02 0.02
C 2.58699 -4.05405 -0.34878 -0.01 -0.01 -0.03
C 1.86569 -4.63669 -1.38151 0.00 0.03 0.00
C 1.37025 -3.85393 -2.42159 0.00 -0.02 0.00
C 1.58594 -2.48683 -2.42180 0.05 0.00 0.01
C 3.70462 0.31376 -2.64025 -0.04 0.09 0.03
C 4.09994 1.64751 -2.79347 0.03 -0.04 0.03
C 5.09913 1.96570 -3.69470 0.00 -0.01 -0.01
C 5.70093 0.96505 -4.44905 0.00 -0.02 0.00
C 5.31212 -0.35823 -4.29741 0.02 0.02 -0.02
C 4.31757 -0.69132 -3.39126 -0.06 0.02 -0.03
H 2.10454 1.46104 3.27807 0.00 0.01 0.00
H 4.54521 1.33958 3.69312 0.00 0.00 0.00
H 6.08634 0.69096 1.87343 0.00 0.00 0.00
H 5.20171 0.10582 -0.35514 -0.01 0.01 0.00
H 3.38353 -2.23566 0.45870 -0.01 0.01 0.00
H 2.98605 -4.66462 0.45003 -0.01 0.00 0.00
H 1.69938 -5.70606 -1.38767 0.00 0.00 0.00
H 0.81725 -4.31198 -3.23104 0.01 0.00 -0.01
H 1.19130 -1.87746 -3.22886 -0.01 0.01 0.01
H 3.63343 2.43195 -2.21337 0.01 0.01 0.03
H 5.40941 2.99520 -3.81151 0.00 0.00 0.00
H 6.47991 1.21911 -5.15541 0.00 0.00 0.00
H 5.78813 -1.13555 -4.87914 0.00 0.00 0.00
H 4.02838 -1.72608 -3.27105 0.01 -0.01 0.01
C -1.75976 -3.97021 0.23312 -0.01 0.00 0.03
N -1.53231 -2.70382 -0.46526 0.08 -0.03 0.04
C -0.52557 -1.86571 -0.29011 -0.13 0.11 0.09
N -0.72601 -0.79669 -1.05619 -0.04 -0.09 -0.02
C -1.89957 -1.06395 -1.70500 0.03 -0.06 -0.04
N -2.41489 -2.21104 -1.35641 0.00 0.02 -0.03
C -1.95551 -3.76923 1.72044 0.01 0.02 -0.01
C -1.72496 -4.83243 2.58547 0.04 0.00 -0.01
C -1.91767 -4.67676 3.95088 0.00 -0.01 0.01
C -2.32996 -3.46002 4.46820 -0.02 0.00 0.01
C -2.56416 -2.39539 3.60444 0.02 -0.02 -0.03
C -2.38421 -2.55444 2.23343 -0.03 0.00 0.01
C -3.00350 -1.10850 4.13508 -0.03 0.05 0.09
N -3.20112 -0.76199 5.35748 0.03 -0.07 -0.02
N -3.61563 0.55966 5.33185 0.00 0.06 -0.02
C -3.63670 0.91353 4.09551 0.01 -0.06 0.10
O -3.25176 -0.09397 3.26722 -0.02 -0.01 -0.11
C -4.00108 2.19769 3.50767 -0.01 0.03 0.01
C -4.28835 3.29018 4.32424 -0.03 0.01 0.00
C -4.62203 4.50226 3.74627 0.01 -0.01 0.00
C -4.66069 4.63748 2.36239 -0.01 0.00 0.00
C -4.38360 3.54807 1.55063 0.01 0.02 -0.02
C -4.40335 3.66305 0.04594 0.02 0.01 0.03
N -3.08254 3.34150 -0.50788 -0.02 0.01 -0.05
C -2.62155 2.16779 -0.91474 -0.01 0.02 0.02
N -1.32532 2.28113 -1.18671 0.25 -0.50 -0.12
C -1.05119 3.59212 -0.91568 -0.04 0.03 -0.03
N -2.09400 4.25580 -0.49703 -0.02 0.01 -0.01
C -4.06269 2.32910 2.12868 0.01 -0.03 -0.02
H -0.90188 -4.61463 0.03986 -0.02 -0.02 0.00
H -2.63297 -4.41634 -0.24020 -0.02 0.04 -0.01
H 0.30164 -2.04318 0.37478 -0.01 0.00 0.04
H -2.33327 -0.41679 -2.44921 0.01 0.00 -0.01
H -1.39456 -5.78781 2.19483 0.00 0.00 0.00
H -1.74025 -5.51059 4.61611 0.00 0.00 0.00
H -2.47900 -3.32503 5.53085 0.00 0.00 0.00
H -2.60102 -1.71950 1.57875 0.00 0.00 -0.01
H -4.24922 3.17482 5.39893 0.00 0.00 0.00
H -4.84650 5.35314 4.37450 0.00 0.00 0.00
H -4.90759 5.59440 1.91966 0.00 0.00 0.00
H -4.64903 4.67056 -0.27906 0.01 0.00 -0.01
H -5.11353 2.96886 -0.40314 0.00 0.00 -0.01
H -3.22816 1.28211 -1.00078 0.00 0.00 0.01
H -0.08208 4.04230 -1.05237 0.01 -0.01 0.01
H -3.86172 1.46302 1.50824 -0.01 0.00 0.00
Cl 0.66181 1.06366 -6.20624 0.01 0.01 0.00
C 0.63217 2.38959 -5.05279 -0.03 0.01 0.04
Cl 2.00666 3.45009 -5.27720 0.01 0.03 -0.01
Cl -0.88916 3.29488 -5.16311 0.00 0.01 0.00
C 0.63356 1.82309 -3.63878 -0.01 -0.20 0.36
O 1.22703 2.37045 -2.67058 -0.27 0.08 -0.13
O -0.02798 0.75783 -3.36657 0.53 0.35 -0.97



Entry 2:
87
Properties=species:S:1:pos:R:3:forces:R:3 method="wB97M-V/def2-TZVPD" total_energy_ev=-87996.3240 s_squared=2.179 charge=+3 multiplicity=3 homo_ev="-14.4 / -14.4"
Mo 14.09464 11.29712 8.78575 -2.29 0.15 -0.41
C 16.05611 12.39851 14.07298 0.87 0.69 0.16
N 15.13263 12.03948 12.97620 -1.21 1.52 -2.15
C 15.39557 11.46703 11.77791 -1.64 -0.76 1.72
N 14.26311 11.49952 11.01189 1.83 0.73 -0.52
C 13.41982 12.31621 11.71462 0.74 -0.49 1.20
N 13.90286 12.68773 12.88714 0.21 -1.10 -0.59
C 16.62211 13.86334 13.92157 -1.09 -2.33 -0.65
C 16.45471 14.77244 14.95579 -0.21 -0.44 -0.74
C 16.95897 16.05088 14.75286 0.23 2.56 1.29
C 17.41756 16.50121 13.52481 0.17 -1.89 -0.41
C 17.50280 15.52030 12.50077 -0.35 0.53 0.56
C 17.20071 14.19074 12.67794 -0.59 0.83 1.05
C 18.04138 15.88262 11.23803 3.34 1.91 -2.43
N 18.85804 16.92566 11.05229 -1.95 -0.94 1.21
N 19.44617 16.84389 9.85388 -0.85 -2.13 -1.78
C 18.99430 15.72428 9.29614 0.35 0.58 2.36
O 18.11641 15.03585 10.13237 0.00 1.78 0.89
C 19.50218 14.90653 8.24073 2.11 0.52 -2.09
C 20.38797 15.41250 7.21369 -1.90 0.87 0.75
C 20.73100 14.62189 6.13116 1.27 1.47 0.12
C 20.46754 13.24946 6.13627 0.84 0.91 -2.27
C 19.76839 12.77968 7.17731 -1.25 -2.13 1.79
C 19.51810 11.28520 7.23679 0.13 0.13 -1.32
N 18.15483 10.96561 7.71290 -1.46 -1.74 0.77
C 17.05430 11.67922 7.93453 0.97 1.10 -0.49
N 16.06988 10.89951 8.40320 1.28 0.74 0.67
C 16.65220 9.68750 8.55704 1.95 -0.83 -1.50
N 17.87371 9.64544 8.02502 -0.73 0.83 1.48
C 19.29108 13.55239 8.23985 0.12 -0.16 -0.19
H 16.87606 11.69686 13.94313 0.16 -0.12 0.22
H 15.59074 12.20809 15.06058 0.01 0.20 -0.78
H 16.20791 10.77632 11.64461 0.42 0.23 -0.26
H 12.43664 12.47428 11.32261 -0.34 0.62 0.29
H 15.84946 14.49912 15.83163 0.70 0.17 -0.25
H 16.98752 16.81331 15.59188 -0.34 -1.17 -0.99
H 17.81531 17.47967 13.29514 -0.23 0.13 0.36
H 17.42520 13.60978 11.78367 -0.41 -0.76 0.69
H 20.61235 16.50425 7.24793 -0.05 -1.07 -0.19
H 21.29800 15.18861 5.36141 -0.39 -1.08 0.30
H 20.78624 12.58936 5.29184 -0.30 0.71 0.88
H 20.30601 10.73526 7.77111 -0.77 0.07 0.49
H 19.54650 10.86518 6.21948 0.03 0.20 0.23
H 17.02501 12.76981 7.86834 -0.15 -0.56 -0.35
H 16.21230 8.85220 9.07764 -0.11 -0.23 -0.40
H 18.80626 13.08814 9.08935 0.02 0.01 -0.10
S 14.83211 9.25093 5.23373 0.81 -0.41 -0.35
C 13.57822 10.07500 5.78579 -0.31 -0.40 0.67
N 13.58425 11.07774 6.67350 -1.01 0.25 1.45
C 11.15931 10.80803 7.33801 -1.61 1.71 -0.76
C 9.89031 11.44388 7.98677 0.54 0.86 -0.18
C 8.66090 11.35990 7.43621 -0.59 0.82 2.35
C 8.42557 10.86507 6.14890 -0.82 -0.68 0.33
C 9.46895 10.32160 5.46677 1.11 -0.90 -1.78
C 10.78514 10.25996 5.97919 0.13 -0.89 -0.18
S 12.01792 9.40744 5.11799 -0.86 1.04 0.16
H 9.97591 12.07769 8.88366 0.36 -0.81 -0.16
H 7.76309 11.66113 8.04566 1.19 0.06 -0.74
H 7.34847 10.88733 5.89967 0.94 -0.21 -0.83
H 9.38590 9.87584 4.46473 -0.41 0.36 0.43
O 10.58570 18.67304 9.34698 0.85 -0.62 -2.58
C 11.35563 17.84374 10.07233 -1.76 0.75 0.70
O 11.69306 18.12585 11.17672 0.56 -0.05 0.38
C 11.56449 16.50048 9.51250 2.80 -1.95 -0.16
C 12.82441 15.89924 9.88974 -1.05 -1.34 -1.19
C 13.23940 14.67803 9.31036 0.23 0.66 0.82
C 12.37066 13.87150 8.52350 0.00 2.61 0.04
C 11.18735 14.53740 8.11372 -0.36 -0.26 0.32
C 10.78731 15.80816 8.58766 -0.64 -0.01 -0.43
N 12.79124 12.60661 8.15172 0.33 -2.19 0.20
C 12.33475 11.78820 6.96599 0.80 1.65 0.53
C 11.50627 9.69718 8.27032 1.74 -1.92 2.09
C 10.68481 8.59053 8.39865 0.51 0.82 0.94
C 10.94975 7.62334 9.38440 -0.89 -1.12 0.01
C 12.14341 7.58104 10.10726 0.03 1.17 0.15
C 12.96294 8.73567 9.93663 -1.19 -1.86 -0.55
N 12.64110 9.72962 9.10790 -0.57 1.36 -1.76
H 10.74117 18.42568 8.37071 -0.72 0.82 1.92
H 13.48153 16.31778 10.63903 -0.09 0.57 -0.23
H 14.31999 14.44474 9.44398 -0.91 -0.33 0.09
H 10.48642 14.05334 7.45385 -0.05 -0.23 -0.20
H 9.80033 16.23859 8.22574 1.42 -0.63 0.47
H 12.12787 12.50158 6.15116 -0.66 -0.41 0.14
H 9.75490 8.58519 7.85876 -0.18 -0.30 -0.20
H 10.12444 6.88161 9.54342 1.16 0.47 -0.10
H 12.39606 6.77935 10.85289 -0.29 0.98 -0.99
H 13.93339 8.77176 10.38482 0.30 0.29 0.56



Sequential ΔE to the lowest compared entry with this formula, charge and spin output: 0.000; 4.653 eV